(1)
31
Properties=species:S:1:pos:R:3 method="wB97M-V/def2-TZVPD" s2=0.769 homo_ev="-11.3926 / -11.3174" total_charge=+1 energy_ev=-28122.2276 gap_ev="4.537 / 4.417" spin_multiplicity=2
C -0.45305 -1.32609 -2.50973
N -1.76324 -0.57742 -2.40273
C -2.61630 -1.04310 -1.24358
Nb -1.85319 -0.46732 0.82389
C -0.59309 1.26185 0.01827
C 0.25570 2.03585 1.22344
C 1.87385 1.85423 1.03160
C 2.54628 0.64850 1.91718
F 4.03275 0.87494 1.87275
F 2.17694 0.66532 3.36257
C 2.29431 -0.86496 1.31494
F 1.44832 -1.70729 2.24097
F 1.79121 -0.87635 -0.09148
F 3.63098 -1.56386 1.26685
H -0.44049 -1.82430 -3.59421
H -0.33253 -2.19465 -1.72699
H 0.46019 -0.56477 -2.46471
H -1.64748 0.45935 -2.43696
H -2.72441 -2.21403 -1.34660
H -3.68849 -0.57534 -1.36041
H -3.31083 0.62403 1.02264
H -2.86460 -1.79800 1.59106
H -0.53215 -1.69053 0.61155
H -1.31664 -0.04716 2.52642
H -1.35938 2.05506 -0.43315
H 0.09993 0.94934 -0.88154
H 0.01490 3.19458 1.07255
H -0.13598 1.77248 2.30425
H 2.36774 2.87792 1.39032
H 2.13706 1.78297 -0.12714
Ag 0.50170 -1.72126 -4.97199

***

(2)
32
Properties=species:S:1:pos:R:3 method="wB97M-V/def2-TZVPD" homo_ev=-7.4629 total_charge=0 energy_ev=-40674.7210 gap_ev=6.416 spin_multiplicity=1
C -3.44732 1.77648 0.02390
C -2.37217 1.30972 0.64462
C -1.74833 -0.01624 0.29242
N -0.31059 -0.17063 0.53833
C -0.02434 -0.39354 1.96415
C -0.36672 -1.81930 2.40457
C 0.52074 0.89371 -0.08472
C 1.72644 0.24363 -0.75774
C 1.28116 -0.27079 -2.13004
C 2.23307 -1.20389 -2.82480
F 1.79592 -1.51809 -4.04300
F 2.36692 -2.42193 -2.19206
F 3.44360 -0.71326 -2.92445
C 0.99191 1.98712 0.94339
O 0.20823 2.93595 1.08730
O 2.12226 1.75524 1.42065
H -3.92002 1.23439 -0.79050
H -3.89296 2.72186 0.30230
H -1.89750 1.90022 1.41887
H -2.25670 -0.81408 0.84506
H -1.94847 -0.19323 -0.77389
H 1.03102 -0.18546 2.12024
H -0.59693 0.31455 2.57162
H -0.54793 -2.44855 1.53095
H 0.46937 -2.26405 2.94516
H -1.24931 -1.87309 3.03926
H -0.10465 1.36831 -0.84694
H 2.54936 0.94478 -0.86135
H 2.06332 -0.55782 -0.10411
H 1.14809 0.58680 -2.78830
H 0.31297 -0.73603 -2.02052
K 0.41955 -2.37277 -0.95038

***

(3)
79
Properties=species:S:1:pos:R:3 method="wB97M-V/def2-TZVPD" homo_ev=-9.0979 relative_energy_kj_mol=820.1 total_charge=0 energy_ev=-42831.4449 smiles="CCC1=CC(=O)C=C(N(C)C(C)=O)C1=O.COC[C@@H](C)N.COC[C@@H](C)N.COC[C@@H](C)N" gap_ev=7.068 spin_multiplicity=1
C 5.35991 -2.54478 0.92841
C 4.54805 -2.17296 -0.44525
C 3.37063 -1.04737 -0.28248
C 3.03808 -0.24967 -1.53052
C 1.81736 0.89250 -1.49864
O 1.84571 1.97416 -2.28136
C 0.56889 0.52237 -0.44969
C 0.90749 -0.27123 0.79964
N -0.25924 -0.62234 1.69069
C -0.01830 -0.30333 3.14775
C -0.78485 -2.02086 1.46542
C -0.38807 -3.03805 0.24323
O -1.72006 -2.46939 2.34691
C 2.48843 -0.72501 1.06054
O 3.04580 -0.78559 2.30250
H 5.67760 -1.54090 1.44353
H 4.60016 -3.10138 1.64133
H 6.31088 -3.24151 0.74317
H 4.15214 -3.17337 -0.94439
H 5.35045 -1.73871 -1.21384
H 3.60311 -0.42197 -2.54224
H -0.55374 0.80830 -0.64367
H -1.02020 -0.27071 3.79437
H 0.69956 -1.12704 3.61814
H 0.51095 0.73304 3.31231
H -0.33338 -4.13309 0.71218
H -1.18741 -2.96365 -0.62241
H 0.65609 -2.84602 -0.24877
C -2.64146 6.31643 -1.28856
O -2.16102 5.02882 -1.64290
C -1.10317 5.03811 -2.60484
C 0.29605 5.32400 -2.01416
C 0.52540 6.79368 -1.67129
N 0.55042 4.50948 -0.81802
H -2.61786 7.01333 -2.13102
H -2.06715 6.71015 -0.44800
H -3.67780 6.20950 -0.95656
H -1.08739 4.02771 -3.03400
H -1.33783 5.71912 -3.43326
H 1.03542 5.05210 -2.77758
H 0.02277 7.09629 -0.74900
H 1.59457 6.98692 -1.52573
H 0.18001 7.44467 -2.48088
H 0.49614 3.52333 -1.07612
H -0.24810 4.63687 -0.18786
C 3.67758 -6.27452 3.17224
O 3.44435 -4.92764 3.55410
C 2.06857 -4.53869 3.53417
C 1.26596 -4.96197 4.78521
C 0.90022 -6.44387 4.80344
N 1.98725 -4.63309 6.02234
H 2.98145 -6.61211 2.39931
H 3.62460 -6.92452 4.04750
H 4.69432 -6.34072 2.77536
H 2.07394 -3.44160 3.49292
H 1.58277 -4.87756 2.60988
H 0.32508 -4.39799 4.77677
H 1.74448 -7.08467 5.07071
H 0.11475 -6.63169 5.54467
H 0.51827 -6.76643 3.82949
H 2.13994 -3.62426 6.05369
H 2.93391 -5.01639 5.93351
C -6.39777 1.88006 -4.25321
O -5.22222 1.36789 -4.86155
C -4.04860 2.15078 -4.62888
C -3.37130 1.89780 -3.26296
C -4.10039 2.54824 -2.09015
N -3.22329 0.46068 -2.99518
H -6.41298 2.97345 -4.23743
H -6.49922 1.47976 -3.24284
H -7.25655 1.53015 -4.83261
H -3.34009 1.85899 -5.41514
H -4.25644 3.21744 -4.78434
H -2.36977 2.34323 -3.30671
H -5.00126 2.00288 -1.79718
H -3.44952 2.57866 -1.20862
H -4.38374 3.57897 -2.32640
H -2.64769 0.04845 -3.73057
H -4.14172 0.02840 -3.13867

***

(4)
102
Properties=species:S:1:pos:R:3 method="wB97M-V/def2-TZVPD" homo_ev=-8.8129 relative_energy_kj_mol=0.0 total_charge=0 energy_ev=-48295.4860 smiles=COC[C@H](C)N.COC[C@H](C)N.COC[C@H](C)N.COC[C@H](C)N.CC(C)O.CC(C)O.OCCO gap_ev=9.078 spin_multiplicity=1
C -2.56496 2.88622 2.12428
O -1.20340 3.18146 2.31291
C -0.75826 4.18702 1.44138
C 0.69867 4.51361 1.70417
C 0.92395 5.07222 3.11320
N 1.16131 5.41820 0.68232
H -2.82082 1.97064 2.65657
H -2.79182 2.68038 1.07042
H -3.20628 3.69743 2.48347
H -0.87836 3.84680 0.39855
H -1.37353 5.09872 1.51154
H 1.21309 3.53581 1.67294
H 0.07927 4.81263 3.74937
H 0.98170 6.16376 3.05606
H 1.87175 4.76603 3.55519
H 0.93562 5.08937 -0.24644
H 2.10382 5.76759 0.71685
C -1.09407 -6.49048 4.18732
O -0.69904 -6.78766 2.85200
C -1.64039 -6.41991 1.87261
C -1.10190 -6.81282 0.50714
C -1.93569 -6.16503 -0.59236
N -1.05801 -8.29892 0.36798
H -0.63395 -5.54881 4.49152
H -0.66633 -7.26842 4.82390
H -2.17879 -6.53488 4.27844
H -2.64425 -6.85326 1.99353
H -1.77787 -5.32799 1.90820
H -0.08733 -6.41858 0.40775
H -3.00422 -6.37593 -0.54148
H -1.53597 -6.51874 -1.54401
H -1.80808 -5.08010 -0.56589
H -1.19528 -8.66789 1.30737
H -0.08126 -8.52804 0.20612
C 2.26766 1.68823 -3.56816
O 1.59319 2.94391 -3.42418
C 0.17926 2.81731 -3.44629
C -0.39510 4.20963 -3.44357
C -1.91203 4.26369 -3.47557
N 0.13273 4.96498 -4.58615
H 3.31251 1.97386 -3.44535
H 2.00700 1.17298 -4.48951
H 2.05467 1.11788 -2.65524
H -0.08925 2.29700 -4.37528
H -0.16438 2.26289 -2.56779
H -0.05732 4.75218 -2.54732
H -2.29937 5.27587 -3.35329
H -2.29134 3.67280 -2.63146
H -2.37475 3.88572 -4.38749
H 1.09057 4.72475 -4.79954
H 0.07103 5.96983 -4.55186
C 6.78846 -0.55605 -0.78148
O 6.06883 0.59698 -1.19447
C 4.73687 0.63168 -0.68094
C 4.32364 2.07644 -0.46499
C 5.30225 2.76266 0.49740
N 2.96717 2.02017 0.14492
H 6.20558 -1.45237 -1.01311
H 6.96461 -0.49351 0.29805
H 7.73173 -0.55614 -1.31908
H 4.08389 0.11667 -1.39524
H 4.70993 0.06452 0.25796
H 4.23272 2.66326 -1.37635
H 5.11517 3.84134 0.49073
H 6.33683 2.67103 0.15997
H 5.22756 2.37952 1.51447
H 2.58284 2.95912 0.09024
H 3.08738 1.82487 1.13614
C -1.00445 0.34123 -0.37064
C -0.23900 -0.99619 -0.36106
C -0.89172 -2.07198 -1.20958
O 1.07289 -0.75505 -0.92445
H -1.80566 0.42506 -1.10914
H -0.32385 1.13108 -0.68993
H -1.36934 0.49744 0.64546
H -0.06572 -1.33454 0.66419
H -1.31269 -1.56138 -2.08326
H -1.77866 -2.42262 -0.67800
H -0.21531 -2.83534 -1.57936
H 1.56380 -0.23543 -0.27519
C -4.58108 -2.35728 -1.85974
C -6.08098 -2.52285 -1.75583
C -6.50915 -3.91081 -2.20229
O -6.43170 -2.31154 -0.39000
H -4.18556 -1.38834 -1.55043
H -4.15693 -2.64148 -2.82103
H -4.13001 -3.03718 -1.12295
H -6.56649 -1.77454 -2.39559
H -7.59860 -3.99805 -2.12605
H -6.04418 -4.68255 -1.59071
H -6.29451 -4.08634 -3.25842
H -7.37441 -2.48714 -0.31162
O 0.76252 -0.73277 4.06908
C 0.66374 0.57144 3.48603
C 1.89403 1.41379 3.75869
O 3.05516 0.98199 3.05775
H 1.68749 -0.98233 4.13943
H 0.51532 0.43324 2.40776
H -0.23887 1.06802 3.83874
H 2.09565 1.39724 4.83907
H 1.63152 2.46176 3.60314
H 3.43688 0.26930 3.57684

***

(5)
14
Properties=species:S:1:pos:R:3 method="wB97M-V/def2-TZVPD" homo_ev=-8.5335 relative_energy_kj_mol=502.8 total_charge=0 energy_ev=-8830.9913 gap_ev=8.415 spin_multiplicity=1
O 0.99296 -2.17509 -0.19276
C -0.15788 -1.90133 -0.48350
C -0.62285 -0.53052 -0.92952
C -0.63638 1.13668 -0.30876
C -0.20879 0.88747 1.11117
C 1.07461 0.50197 0.33971
N 0.39756 0.47596 -1.04586
H -0.89391 -2.72945 -0.52228
H -1.50641 -0.57188 -1.55576
H -0.79635 2.19436 -0.62379
H -0.76848 0.08092 1.59208
H -0.16976 1.75136 1.78153
H 1.52294 -0.45658 0.53703
H 1.77273 1.33613 0.30071

***

(6)
83
Properties=species:S:1:pos:R:3 method="wB97M-V/def2-TZVPD" homo_ev=-7.2761 relative_energy_kj_mol=61.2 total_charge=-1 energy_ev=-51308.8362 gap_ev=9.914 spin_multiplicity=1
B -50.57876 -11.74184 89.68208
F -50.45738 -11.18977 88.37801
F -49.82211 -12.80681 89.89120
F -50.02741 -10.79139 90.59655
F -51.93955 -12.00462 89.99105
C -47.80956 -14.85157 88.10300
C -48.41094 -16.06622 88.74702
N -48.94435 -17.01293 89.17952
H -48.18018 -14.61186 87.12406
H -48.04553 -13.88325 88.66682
H -46.72439 -14.90531 88.19147
C -50.78533 -12.76976 93.35573
C -50.62056 -13.93005 94.07479
N -50.50691 -14.92384 94.67182
H -50.10937 -11.88094 93.69385
H -50.50799 -13.06060 92.31909
H -51.69800 -12.18500 93.04214
C -47.04542 -10.70666 88.81885
C -46.97119 -11.41950 87.49012
N -46.80355 -11.86197 86.41692
H -46.23704 -11.12540 89.50674
H -46.67011 -9.80259 88.83708
H -48.06985 -10.67435 89.05515
C -48.82916 -8.84190 86.33826
C -48.35472 -7.97874 87.44369
N -47.86612 -7.25847 88.35273
H -48.13184 -8.80220 85.53722
H -48.88119 -9.78057 86.67794
H -49.69340 -8.46576 85.90062
C -55.40107 -9.30243 88.54748
C -54.00936 -9.42622 89.17481
O -53.09991 -9.68801 88.23560
H -55.36742 -8.65332 87.84751
H -56.02946 -8.99728 89.50300
H -55.59581 -10.36309 88.19828
H -53.87673 -10.19632 89.87387
H -53.64861 -8.60235 89.73419
H -52.48408 -10.22039 88.52314
C -55.91679 -14.94972 90.01288
C -55.34789 -13.52602 89.85894
O -54.10050 -13.52006 89.09126
H -56.82436 -14.88589 90.61302
H -55.22411 -15.54055 90.33352
H -56.29151 -15.43454 89.01091
H -55.17315 -13.14515 90.91825
H -56.05478 -12.95485 89.35100
H -53.60028 -12.68722 89.11864
C -50.37967 -12.75724 84.00012
C -50.26618 -12.04293 85.26242
O -51.40786 -12.25903 86.03750
H -49.53377 -12.60190 83.27137
H -51.15244 -12.85316 83.14496
H -50.21680 -13.80675 84.25053
H -50.47889 -11.01454 84.96998
H -49.25421 -12.33422 85.83645
H -51.33023 -11.60907 86.73644
C -52.01771 -6.85088 92.66766
C -50.88133 -7.72968 92.11289
O -51.17094 -8.33909 90.89141
H -53.12120 -7.45539 92.78067
H -52.26805 -5.89065 91.96044
H -51.95786 -6.08527 93.64155
H -50.72455 -8.55960 92.74749
H -50.03612 -7.12442 91.89942
H -50.63884 -9.26640 90.73378
C -45.75292 -14.10719 91.84353
C -47.28012 -14.22826 91.83342
O -47.85927 -12.86779 91.80735
H -45.52437 -13.63934 90.97723
H -45.27068 -15.20581 92.03889
H -45.35794 -13.51234 92.73551
H -47.57932 -14.77178 92.66006
H -47.72469 -14.87009 91.04426
H -48.71908 -12.76196 91.39649
C -46.83902 -7.95631 92.57865
C -47.44211 -9.34349 92.43750
O -46.38368 -10.27881 92.38635
H -47.52390 -7.08574 92.85858
H -46.31539 -7.79530 91.66335
H -46.14340 -8.05072 93.40067
H -48.27940 -9.41825 91.91105
H -47.90430 -9.78436 93.33170
H -46.92264 -11.19296 92.26055